Record 1
A gas-phase ion, C7H9BrIN2 (charge +1), computed with wB97M-V/def2-TZVPD.

```
! wB97M-V def2-TZVPD RIJCOSX def2/J DEFGRID3
* xyz 1 1
C -1.7245 0.5900 -0.9726
C -0.5413 1.5704 -1.4091
Br -1.2849 3.4319 -1.3899
C 0.7591 1.5129 -0.4535
C 0.7718 0.0465 0.2002
C 0.2376 -0.0991 1.6002
C 0.2869 -1.5619 2.0214
I -0.3814 -2.2786 3.9471
C 0.8417 -2.5251 0.9970
N 1.3540 -2.2942 -0.2589
N 1.2694 -1.0052 -0.5455
H -2.6756 0.8790 -1.5302
H -1.5250 -0.5075 -1.1953
H -1.9610 0.6996 0.1347
H -0.1957 1.2736 -2.4517
H 0.7567 2.3198 0.3491
H 1.6802 1.6052 -1.1213
H -0.1457 0.7325 2.2516
H 0.8395 -3.6246 1.3115
H 1.6384 -0.7652 -1.4849
*
```

Output
Frontier orbital gap ... 8.02 eV
SMILES ... C[C@@H](Br)Cc1cc(I)cn[nH+]1
Calculated total energy ... -88518.7338 eV
M ... 327.97 u
Energy relative to the best compared isomer or geometry (same formula, charge and spin) ... 2.102 eV



Record 2
A molecular structure, C52H54N3OP2SScTe, computed with wB97M-V/def2-TZVPD.

```
! wB97M-V def2-TZVPD RIJCOSX def2/J DEFGRID3
* xyz 2 1
Sc -0.3419 0.1070 -1.0487
C -1.3312 -2.7723 0.8484
N -1.3187 -2.3049 2.2137
C -2.0457 -1.0837 2.4720
P -1.7294 0.3606 1.3181
C -3.3508 0.6440 0.5019
C -4.5771 0.4010 1.1191
C -5.7582 0.6880 0.4559
C -5.7398 1.1947 -0.8336
C -4.5293 1.4778 -1.4480
C -3.3489 1.2179 -0.7736
C -1.7148 1.7227 2.5316
C -2.5623 2.8196 2.4036
C -2.5822 3.7909 3.3900
C -1.7464 3.6830 4.4903
C -0.8482 2.6294 4.5829
C -0.8212 1.6556 3.6012
C -1.4567 -3.3159 3.2124
C -2.2806 -3.1774 4.3280
C -2.4026 -4.2140 5.2405
C -1.7117 -5.3983 5.0651
C -0.8648 -5.5280 3.9786
C -0.7350 -4.4992 3.0664
P 0.2647 -2.2777 -0.0393
C 0.5099 -3.4744 -1.3865
C 1.6434 -3.2471 -2.1731
C 1.9493 -4.1048 -3.2119
C 1.1217 -5.1842 -3.4836
C -0.0202 -5.3910 -2.7279
C -0.3350 -4.5368 -1.6821
C 1.5463 -2.7456 1.1641
C 2.1350 -4.0078 1.1901
C 3.0335 -4.3191 2.1952
C 3.3555 -3.3790 3.1623
C 2.8045 -2.1067 3.1098
C 1.9040 -1.7866 2.1103
H -2.1827 -2.3366 0.2893
H -1.4234 -3.8629 0.8198
H -1.7694 -0.7448 3.4777
H -3.1368 -1.2488 2.4364
H -4.6367 0.0004 2.1216
H -6.7037 0.5247 0.9513
H -6.6680 1.3902 -1.3466
H -4.5073 1.9087 -2.4376
H -2.3873 1.5266 -1.2515
H -3.2255 2.9106 1.5553
H -3.2588 4.6284 3.3081
H -1.7910 4.4202 5.2774
H -0.1782 2.5627 5.4281
H -0.1250 0.8283 3.6730
H -2.8507 -2.2794 4.5145
H -3.0582 -4.0876 6.0892
H -1.8265 -6.2053 5.7693
H -0.2995 -6.4341 3.8320
H -0.0566 -4.6182 2.2364
H 2.2792 -2.3929 -1.9552
H 2.8244 -3.9290 -3.8188
H 1.3636 -5.8593 -4.2896
H -0.6752 -6.2185 -2.9505
H -1.2394 -4.7023 -1.1160
H 1.8877 -4.7392 0.4334
H 3.4769 -5.3021 2.2301
H 4.0384 -3.6357 3.9569
H 3.0780 -1.3744 3.8546
H 1.4579 -0.7922 2.0470
C 3.7376 5.6344 0.7203
C 3.0771 4.8195 1.8247
C 3.5548 3.3735 1.8216
N 2.9474 2.6649 0.7058
C 3.2646 1.5021 0.1623
S 2.2007 0.8126 -0.9836
N 4.3671 0.8014 0.4527
C 5.6702 1.1793 0.9542
O 6.2226 0.4136 1.6884
C 6.2162 2.4348 0.4248
C 7.1919 3.1123 1.1664
C 7.7568 4.2702 0.6691
C 7.3858 4.7446 -0.5810
C 6.4470 4.0576 -1.3362
C 5.8557 2.9122 -0.8390
H 3.3120 6.6321 0.6846
H 3.5975 5.1684 -0.2525
H 4.8053 5.7293 0.9017
H 1.9910 4.8391 1.7119
H 3.3129 5.2613 2.7912
H 3.2761 2.8631 2.7509
H 4.6395 3.3548 1.7277
H 2.1041 3.1008 0.3514
H 4.3286 -0.1820 0.2044
H 7.4790 2.7220 2.1308
H 8.4919 4.8017 1.2513
H 7.8374 5.6428 -0.9722
H 6.1837 4.4138 -2.3198
H 5.1520 2.3632 -1.4490
C -5.9851 0.7374 -7.0205
C -4.8185 0.5659 -6.0978
C -3.7341 1.4321 -6.1304
C -2.6015 1.2160 -5.3575
C -1.4609 2.1870 -5.4016
C -2.5607 0.0999 -4.5223
Te -0.6441 -0.5680 -3.7426
C -3.6850 -0.7108 -4.3730
C -3.7118 -1.8302 -3.3758
C -4.7941 -0.4671 -5.1675
H -5.8931 1.6434 -7.6154
H -6.9258 0.7725 -6.4702
H -6.0421 -0.1114 -7.7033
H -3.7577 2.2754 -6.8028
H -1.7748 3.1415 -5.8132
H -0.6460 1.8020 -6.0174
H -1.0772 2.3624 -4.3885
H -3.3576 -1.4896 -2.3919
H -3.0791 -2.6565 -3.7078
H -4.7241 -2.2084 -3.2644
H -5.6543 -1.1118 -5.0775
*
```

Output
Frontier orbital gap ... 6.29 eV
Calculated total energy ... -118713.4892 eV
M ... 1003.59 u
Energy relative to the best compared isomer or geometry (same formula, charge and spin) ... 0.000 eV



Record 3
2 unconnected molecules or ions with the total composition CH2INS2, computed with wB97M-V/def2-TZVPD.

```
! wB97M-V def2-TZVPD RIJCOSX def2/J DEFGRID3
* xyz 0 1
C -0.2638 -0.5847 0.6257
N -0.1342 1.4223 -1.0393
S 0.0534 -0.0513 2.0726
S -0.5809 -1.8857 -0.4771
I 0.2707 2.7912 0.4141
H 0.6819 1.2562 -1.6842
H -0.0272 -2.9480 0.0882
*
```

Output
Frontier orbital gap (alpha / beta) ... 6.81 / 8.01 eV
Calculated total energy ... -32326.1643 eV
M ... 219.07 u
Energy relative to the best compared isomer or geometry (same formula, charge and spin) ... 2.539 eV